# C19H39BBrCaCl2F6N4O8S

A structure of composition C19H39BBrCaCl2F6N4O8S (ωB97M-V with the def2-TZVPD basis set, the Open Molecules 2025 dataset).

The geometry in XYZ format:
```
82
Properties=species:S:1:pos:R:3:forces:R:3:lowdin_charge:R:1
O -0.923908 -0.749996 1.574605 0.5121 -1.3415 -1.3166 -0.310
C -0.001735 -1.474052 1.236578 0.1581 2.2698 0.2140 -0.512
F 0.136764 -2.711208 1.663972 -0.1241 -0.2407 -0.7437 0.135
N 0.988483 -0.962938 0.324334 0.8323 -3.9288 1.0110 0.026
C 1.469072 -2.015074 -0.450144 -0.1422 0.0039 -0.7124 -0.433
O 0.896385 -2.622935 -1.294496 -0.1993 -0.0907 0.2088 0.147
N 2.895928 -2.347029 -0.202041 -0.0214 1.3456 -0.0972 0.060
C 3.920936 -1.401038 -0.252377 -0.0148 -0.9837 0.4199 0.092
C 5.017969 -2.121268 0.065674 0.5721 1.1413 -0.2015 -0.282
F 6.234453 -1.637011 0.173967 0.1730 -0.5646 0.0411 0.152
N 4.705244 -3.431328 0.269234 -0.2515 0.8135 -0.0417 0.207
C 3.365723 -3.535285 0.107994 0.3412 -1.5478 -0.6632 -0.596
S 2.485020 -5.021051 0.303698 -0.6084 -0.4655 0.8383 0.945
H 1.726982 -0.603690 0.925473 -0.1800 0.7704 -0.2520 0.101
H 3.804535 -0.359227 -0.497664 -0.1727 -0.0493 0.0450 0.153
H 5.328482 -4.183706 0.522126 -0.0871 -0.0494 0.0603 0.188
H 2.739774 -5.688846 -0.844727 0.2536 0.7096 -0.1975 -0.084
Cl 0.431292 1.510923 0.200507 -0.1270 1.8818 -0.2729 -0.082
C 2.758149 -3.048746 -5.057538 1.3207 0.5222 -0.3641 -0.247
C 3.256804 -4.445357 -4.755351 -0.0430 0.1811 0.1299 -0.353
O 4.278914 -4.406422 -3.731844 0.2813 -0.1188 -0.0132 -0.123
H 3.609865 -2.430780 -5.389498 0.0409 -0.1291 -0.0110 0.067
H 1.999834 -3.040885 -5.828794 -0.0798 -0.0461 0.0327 0.010
H 2.344444 -2.579561 -4.169460 -0.1416 -0.0760 0.0105 0.002
H 3.700736 -4.900448 -5.642516 0.2243 0.0206 0.1205 0.106
H 2.440398 -5.074444 -4.415988 -0.1241 0.0357 -0.1002 0.022
H 3.862144 -4.011415 -2.960329 -0.1437 0.0357 -0.0884 0.040
C 0.774722 2.465046 -3.011359 0.0582 0.1363 -0.0078 -0.044
N -0.542116 2.511135 -3.737316 0.0968 0.0199 -0.0429 -0.360
C -0.624662 3.810624 -4.457952 -0.1235 -0.1555 0.0161 -0.014
C -1.649417 2.431868 -2.737739 -0.0477 -0.1218 -0.1066 -0.001
C -0.651301 1.407306 -4.775620 0.2345 0.0299 0.1600 -0.099
C -0.639989 0.004163 -4.229083 0.0070 -0.6474 0.3255 -0.232
O 0.552309 -0.256972 -3.526923 0.1044 0.0259 0.1690 -0.083
H 0.900040 3.413974 -2.493481 -0.0600 -0.0110 0.0185 0.097
H 0.758508 1.668993 -2.276069 0.0336 -0.0169 0.0168 -0.010
H 1.566134 2.322954 -3.744001 -0.0317 -0.0386 -0.0158 0.109
H -0.556053 4.614509 -3.730051 0.0060 0.0122 -0.0180 0.106
H -1.576467 3.859501 -4.983143 0.0244 0.0450 -0.0295 0.106
H 0.201579 3.867553 -5.162543 -0.0150 0.0361 -0.0086 0.108
H -1.548179 1.514571 -2.165334 0.0726 0.0727 0.1097 0.083
H -2.598639 2.452520 -3.271967 0.0094 0.0085 -0.0027 0.111
H -1.567422 3.284287 -2.068839 0.0471 -0.0600 0.0681 0.106
H 0.186895 1.561502 -5.456081 0.0149 -0.0056 0.0187 0.138
H -1.583652 1.575544 -5.314801 -0.0059 0.0198 0.0151 0.137
H -0.716027 -0.701949 -5.063714 -0.2493 0.1438 -0.0962 0.130
H -1.495592 -0.165888 -3.567370 -0.1470 0.0193 -0.1784 0.130
H 0.475732 -1.156182 -3.164616 0.0690 -0.1334 -0.2850 0.057
C 0.866396 -4.322586 4.254755 -1.4249 0.1936 0.3287 -0.398
O 2.092708 -4.373394 3.607528 -0.1850 -0.4116 0.8432 -0.588
H 0.212693 -5.194276 4.108585 0.3227 -0.1565 -0.3263 0.070
H 0.900508 -4.215541 5.344452 0.4704 0.1780 -0.0483 0.036
H 0.232931 -3.467769 3.937726 0.4329 0.2586 -0.3702 0.032
Ca -2.118620 -0.418490 3.167821 -1.4228 -0.0706 1.5305 1.214
Br 3.066669 -5.798392 4.880737 0.3725 0.1905 -0.5903 0.324
C -5.534042 4.205439 3.611661 0.0283 0.0133 -0.0775 -0.098
C -5.056218 2.790770 3.882431 -0.0723 0.2677 0.4294 -0.330
O -3.983191 2.794815 4.828377 0.0655 -0.1074 -0.3278 -0.125
H -4.714616 4.816436 3.229894 0.0024 -0.0425 -0.0530 0.070
H -6.347270 4.212532 2.884109 -0.0183 0.0202 0.0243 0.073
H -5.886510 4.676437 4.532714 -0.0887 -0.0396 -0.0144 0.070
H -4.685239 2.329361 2.967741 0.0967 -0.0474 0.0669 0.088
H -5.870445 2.173632 4.273302 -0.0572 -0.0352 -0.1724 0.112
H -4.317363 3.190479 5.639011 0.0661 -0.0696 0.0601 0.077
O -0.047677 2.521846 5.651966 0.0701 -0.3140 -0.1650 0.090
C 0.234152 3.215324 4.718502 0.0369 0.2231 0.3663 -0.506
O 0.877409 2.772940 3.612292 -0.1897 0.1213 0.2732 -0.008
C 1.150263 3.880192 2.735063 0.1255 0.1211 -0.4565 -0.196
C 0.147913 4.955437 3.116306 -0.0553 0.1648 0.1090 -0.162
C -0.031744 4.706045 4.609345 -0.1683 0.0497 -0.6011 -0.081
H 2.183635 4.202027 2.895970 -0.0158 -0.0043 0.1026 0.123
H 1.038029 3.547917 1.704876 0.0148 -0.2721 0.0919 0.021
H 0.482347 5.962784 2.870592 0.0778 -0.0367 -0.0123 0.110
H -0.796905 4.779016 2.598563 0.0278 -0.0404 -0.0218 0.115
H 0.707798 5.240293 5.208162 -0.0431 -0.0351 0.0837 0.126
H -1.036942 4.944323 4.946545 0.0806 -0.0749 0.2825 0.118
Cl 0.213850 -4.015265 -4.398055 -1.2789 -0.0011 0.3502 -0.358
B -5.431282 -3.474747 2.320387 -0.2014 -0.2591 -0.1665 -1.258
F -4.664435 -2.480943 3.012186 0.4375 0.4901 0.1691 -0.013
F -6.635694 -2.889880 1.891989 0.0599 0.0712 0.0449 0.075
F -4.693738 -3.924924 1.219090 0.0527 0.0888 0.0316 0.085
F -5.694460 -4.534081 3.197988 0.0342 0.0881 0.0328 0.086
```
Positions in Å, forces in eV/Å.

Results
F_max   4.14 eV/A
Gap between HOMO and LUMO   2.4108 eV
E   -6762.54975 Eh
E_LUMO   0.4 eV
Total charge   -1